[1]
The following is a DFT calculation (ωB97M-V with the def2-TZVPD basis set) of an isolated ion of composition C4H10NOS2 and charge -1 in a non-equilibrium geometry.

```
18
C4H10NOS2 (ωB97M-V with the def2-TZVPD basis set)
S -2.0658 -1.3433 -2.0553
S -0.0466 -0.3167 -1.4371
C -0.5124 -0.3678 0.4000
C 0.2391 0.7153 1.1079
C 1.6200 0.7991 0.4029
O 1.6071 0.4978 -0.9284
N 0.3604 0.3685 2.5331
C 1.1421 1.2863 3.3344
H -3.0142 -0.7834 -1.3118
H -0.2835 -1.3702 0.7594
H -1.5749 -0.2859 0.1995
H -0.1982 1.7022 1.0837
H 2.0972 1.7874 0.6423
H 2.3700 0.1812 0.9473
H 0.6204 -0.5925 2.6934
H 0.7891 1.1492 4.3708
H 2.2221 1.1064 3.2899
H 0.9578 2.3519 3.2070
```

Calculated values
HOMO level: -0.1155 hartree
Net charge: -1
LUMO: 3.51 eV
Max |F|: 2.415 eV Å⁻¹
Calculated total energy: -29517.735 eV
HOMO-LUMO gap: 6.65 eV
Energy above the lowest of the compared OMol25 structures with the same formula, charge and spin: 39.13 kJ/mol

Here are the natural (NBO) charges for atoms 1 to 4, given in e:
1 S -0.5957
2 S 0.2681
3 C -0.5191
4 C -0.1071

---

[2]
The following is a DFT calculation (ωB97M-V with the def2-TZVPD basis set) of a 2-piece molecular cluster, C4H7OP overall in a non-equilibrium geometry.

```
13
C4H7OP (ωB97M-V with the def2-TZVPD basis set)
C 0.4047 0.3737 -0.8757
C 0.2410 -0.0965 0.3345
C -0.6011 0.5414 -1.9510
C 1.1075 -0.2235 1.4407
O -1.6408 -1.5598 2.0995
P -2.1689 -0.5318 1.1759
H 1.4362 0.7156 -0.9562
H -0.8579 1.5676 -2.0694
H -0.3139 0.2813 -2.9243
H -1.4210 -0.0907 -1.5577
H 1.2158 0.6469 2.0162
H 0.5821 -0.8747 2.0745
H 2.0162 -0.7495 1.1930
```

Calculated values
HOMO level (alpha / beta): -0.2589 / -0.3605 hartree
<S²>: 2.015
2S+1: 3
LUMO (alpha / beta): 0.21 / -1.64 eV
Max |F|: 2.566 eV Å⁻¹
Calculated total energy: -15593.669 eV
HOMO-LUMO gap (alpha / beta): 7.26 / 8.17 eV
Energy above the lowest of the compared OMol25 structures with the same formula, charge and spin: 57.48 kJ/mol

Here are the natural (NBO) charges for atoms 1 to 4, given in e:
1 C -0.2901
2 C 0.1403
3 C -0.6369
4 C -0.7553

---

[3]
The following is a DFT calculation (ωB97M-V with the def2-TZVPD basis set) of C33H37BN6PdSSb as an isolated structure in a non-equilibrium geometry.

```
80
C33H37BN6PdSSb (ωB97M-V with the def2-TZVPD basis set)
Pd -1.0483 -0.5842 1.4618
C 1.1367 2.0920 2.1576
C 1.7207 0.7475 1.9910
C 3.0116 0.3399 1.7106
C 3.0098 -1.0879 1.7233
C 4.1033 -2.0292 1.4471
N 1.7703 -1.4589 2.0872
N 0.9063 -0.3149 2.1790
B 1.1064 -2.9088 2.1396
N 0.2895 -3.2481 0.8729
N -0.7666 -2.3784 0.4681
C -1.6156 -3.0729 -0.2658
C -2.8510 -2.4643 -0.8308
C -1.1159 -4.3767 -0.4864
C 0.1035 -4.4103 0.1894
C 1.2112 -5.3664 0.0548
N 0.0719 -2.7484 3.3090
N -1.0851 -2.0115 2.9877
C -1.6800 -1.7388 4.1716
C -3.0470 -1.1702 4.0562
C -0.8986 -2.2209 5.2891
C 0.1745 -2.8989 4.6337
C 1.3185 -3.6075 5.3064
H 1.4426 2.4375 3.2064
H 1.4246 2.8650 1.4575
H 0.0592 2.0764 2.1750
H 3.7733 1.0526 1.4831
H 4.7438 -1.8877 2.3083
H 3.7588 -3.0690 1.3876
H 4.7238 -1.6711 0.6335
H 1.9728 -3.7132 2.4449
H -2.9185 -1.3754 -0.7519
H -3.0871 -2.7493 -1.8806
H -3.7109 -2.9221 -0.2711
H -1.6359 -5.2500 -0.9768
H 1.2311 -5.7053 -0.9944
H 2.2147 -4.8935 0.3278
H 1.0679 -6.1917 0.8317
H -3.4474 -1.3003 3.0755
H -3.7073 -1.6319 4.8262
H -3.0458 -0.0676 4.1611
H -1.1139 -2.1902 6.3395
H 1.2255 -3.3589 6.3641
H 1.2614 -4.6778 5.1176
H 2.2899 -3.2239 4.9291
S -2.0252 1.2431 0.4203
Sb -0.5902 1.9091 -1.4778
C 1.4027 2.7680 -1.7040
C 2.5123 2.2499 -1.0339
C 3.7591 2.8585 -1.0949
C 3.9030 4.0363 -1.8206
C 2.8398 4.4661 -2.6136
C 1.5778 3.8631 -2.5603
C -1.7498 3.6118 -1.8366
C -1.3008 4.8779 -1.4227
C -2.2573 5.8852 -1.2515
C -3.5276 5.7107 -1.7320
C -3.8723 4.5088 -2.3889
C -2.9959 3.4717 -2.4800
C -0.9449 0.8373 -3.2585
C -0.9063 1.4693 -4.5065
C -1.1491 0.7274 -5.6855
C -1.3487 -0.6359 -5.6563
C -1.2855 -1.2866 -4.4142
C -1.0607 -0.5681 -3.2745
H 2.3808 1.3030 -0.5109
H 4.5552 2.3815 -0.5801
H 4.8588 4.5715 -1.8372
H 2.8754 5.3561 -3.2114
H 0.7191 4.3493 -2.9806
H -0.2304 5.0027 -1.1012
H -2.0048 6.8179 -0.7461
H -4.3149 6.4335 -1.6322
H -4.8437 4.3723 -2.8825
H -3.2736 2.5825 -3.0891
H -0.8700 2.5889 -4.6092
H -1.2149 1.2711 -6.6466
H -1.5005 -1.2830 -6.5821
H -1.4706 -2.3460 -4.3531
H -0.9952 -1.0399 -2.2928
```

Calculated values
HOMO level (alpha / beta): -0.3999 / -0.4076 hartree
<S²>: 2.008
Net charge: +1
2S+1: 3
LUMO (alpha / beta): -3.75 / -4.14 eV
Max |F|: 3.570 eV Å⁻¹
Calculated total energy: -65284.421 eV
HOMO-LUMO gap (alpha / beta): 7.13 / 6.95 eV

Here are the Mulliken charges for atoms 1 to 4, given in e:
1 Pd 0.0169
2 C -1.4046
3 C 0.7844
4 C -1.2090

---

[4]
The following is a DFT calculation (ωB97M-V with the def2-TZVPD basis set) of C30H22F4O6V as an isolated structure in a non-equilibrium geometry.

```
63
C30H22F4O6V (ωB97M-V with the def2-TZVPD basis set)
O 5.7849 -23.8481 -18.7061
V 4.7905 -23.9218 -20.0035
O 3.2671 -23.9053 -19.5372
C 6.4703 -27.5483 -21.4806
C 5.9464 -26.2427 -21.2186
C 6.6420 -24.9568 -21.8657
O 6.1905 -23.8667 -21.5721
C 7.7488 -25.2326 -22.8544
C 8.1212 -26.5300 -23.0894
C 7.5071 -27.6780 -22.4022
O 7.8810 -28.9173 -22.5525
O 9.0769 -26.6727 -23.9681
O 5.0147 -26.0817 -20.3912
H 6.1026 -28.4067 -20.9380
H 8.2706 -24.4663 -23.4084
F 3.5574 -23.4162 -22.1519
C 3.3911 -22.4075 -23.0376
C 2.5185 -21.3471 -22.7995
C 2.3314 -20.3323 -23.7599
C 3.1095 -20.3392 -24.9183
C 4.0061 -21.3848 -25.1935
C 4.1606 -22.3873 -24.2330
H 1.9324 -21.3891 -21.8933
H 1.7746 -19.4334 -23.5399
H 3.0747 -19.5214 -25.6228
H 4.6062 -21.3076 -26.0882
H 4.8227 -23.2100 -24.4590
F 10.4451 -23.8931 -18.6411
C 10.0030 -25.2094 -18.6555
C 10.9543 -26.1901 -18.8278
C 10.5734 -27.4802 -18.8766
C 9.2161 -27.8442 -18.7218
C 8.2203 -26.9003 -18.5412
C 8.6576 -25.5681 -18.4878
H 11.9903 -25.8894 -18.8786
H 11.2422 -28.3273 -18.8378
H 8.9129 -28.8808 -18.7228
H 7.2183 -27.2661 -18.3726
H 7.9291 -24.7856 -18.3348
F 4.8737 -21.7468 -20.2948
C 5.1570 -20.4542 -20.3589
C 5.6861 -19.9537 -21.5685
C 5.8877 -18.5761 -21.7304
C 5.6916 -17.7650 -20.6646
C 5.1380 -18.2285 -19.4563
C 4.8869 -19.6037 -19.2518
H 5.9424 -20.5353 -22.4417
H 6.2018 -18.2809 -22.7207
H 5.8029 -16.7050 -20.8390
H 4.9293 -17.4937 -18.6928
H 4.4389 -19.9754 -18.3421
F 3.2674 -21.5620 -17.0123
C 3.1199 -22.6704 -16.2582
C 2.1235 -23.5628 -16.6741
C 1.8733 -24.7459 -15.9767
C 2.5991 -24.9988 -14.8144
C 3.5959 -24.0696 -14.4063
C 3.8376 -22.8825 -15.1569
H 1.6275 -23.2606 -17.5846
H 1.1463 -25.4477 -16.3579
H 2.3303 -25.8247 -14.1725
H 4.1174 -24.2505 -13.4780
H 4.5741 -22.1963 -14.7656
```

Calculated values
HOMO level (alpha / beta): -0.0216 / -0.0434 hartree
<S²>: 0.756
Net charge: -2
2S+1: 2
LUMO (alpha / beta): 4.09 / 4.08 eV
Max |F|: 5.853 eV Å⁻¹
Calculated total energy: -80308.816 eV
HOMO-LUMO gap (alpha / beta): 4.67 / 5.26 eV

Here are the natural (NBO) charges for atoms 1 to 4, given in e:
1 O -0.8570
2 V 1.2750
3 O -0.8199
4 C -0.5072